# 1
Below is a molecular structure, C18H18DyN7S in a non-equilibrium geometry, with properties calculated with ωB97M-V/def2-TZVPD.

XYZ file:
```
45
Properties=species:S:1:pos:R:3:forces:R:3
Dy 0.35581 0.54152 1.19407 -0.6 2.7 1.1
C -3.97770 2.03353 -1.44899 0.0 -0.1 0.0
C -3.62892 2.13618 -0.11170 0.1 -0.1 0.0
C -2.76657 1.19613 0.44749 -0.1 0.1 0.3
C -2.23981 0.14625 -0.30861 0.1 -0.4 0.4
C -2.59742 0.05192 -1.65596 0.0 -0.1 -0.2
C -3.46167 0.98327 -2.20830 0.0 0.0 0.0
N -1.27336 -0.67291 0.31416 -0.4 -0.9 -1.1
C -1.04934 -1.99923 0.04137 -0.5 0.5 0.0
C -1.96296 -2.87113 -0.57457 -0.2 -0.2 -0.1
C -1.60988 -4.17724 -0.81087 -0.1 -0.2 -0.1
C -0.34308 -4.69225 -0.45115 -0.5 0.0 -0.2
C 0.55618 -3.87589 0.16624 0.2 0.6 0.4
C 0.20474 -2.53406 0.42165 0.5 -0.6 -0.2
N 1.06942 -1.62573 1.01587 0.6 -1.0 0.1
N 2.25359 -1.96356 1.24397 0.1 0.1 -0.1
C 3.05003 -0.95067 1.84589 0.1 -0.2 -0.1
C 4.38450 -1.26015 2.02166 0.0 -0.1 0.1
C 5.20299 -0.31429 2.61567 0.2 0.1 0.1
C 4.66999 0.91336 2.99119 0.2 -0.1 0.0
C 3.33382 1.14832 2.75071 -0.3 -0.2 -0.2
N 2.52461 0.23568 2.18706 0.3 -0.1 0.3
H -4.67488 2.73463 -1.89026 0.0 0.0 0.0
H -4.05902 2.91594 0.50727 0.0 -0.1 0.0
H -2.56974 1.21599 1.51594 -0.1 0.0 0.1
H -2.19146 -0.74103 -2.27157 0.0 0.0 0.0
H -3.74616 0.88410 -3.24942 0.0 0.0 0.0
H -2.94703 -2.51427 -0.84542 0.0 0.0 0.0
H -2.32962 -4.83841 -1.28007 0.0 0.0 0.0
H -0.10128 -5.72658 -0.65285 0.0 0.0 0.0
H 1.52807 -4.23441 0.47527 0.0 0.0 0.0
H 4.74302 -2.23219 1.71169 0.0 0.0 0.0
H 6.24885 -0.53481 2.79000 0.0 0.0 0.0
H 5.27494 1.67607 3.46148 0.0 0.0 0.0
H 2.88249 2.09330 3.02791 0.0 0.0 0.0
N -0.26096 3.06022 0.26905 0.0 0.1 -0.1
N -0.44785 3.00931 -1.12163 0.0 0.0 0.2
C 0.23893 2.14892 -1.87872 0.3 -0.3 -0.1
N 0.07999 2.24404 -3.18865 -0.1 0.0 -0.2
S 1.33968 0.99004 -1.25472 0.0 0.2 -0.7
H -1.16325 3.30281 0.66845 0.0 0.0 0.1
H 0.39377 3.81107 0.47707 0.0 0.1 0.1
H -0.98397 3.75241 -1.54572 0.0 0.0 -0.1
H -0.52589 2.92545 -3.61998 0.0 0.0 0.0
H 0.57640 1.60837 -3.79199 0.0 0.0 0.0
```
Positions in Å, forces in eV/Å.

The charge is +2. Its HOMO-LUMO gap (spin up / spin down) is 0.1675 / 0.2397 Eh. The HOMO energy (spin up / spin down) comes out at -13.08 / -13.79 eV. The energy above the lowest of the compared OMol25 structures with the same formula, charge and spin comes out at 0.0 kcal per mole. Its LUMO energy (spin up / spin down) is -8.52 / -7.27 eV. As for the calculated total energy: -2362.73927 Ha. As for the multiplicity: 6.

---

# 2
Below is a molecular structure, C18H18F3N4O4Ru, with properties calculated with ωB97M-V/def2-TZVPD.

XYZ file:
```
48
Properties=species:S:1:pos:R:3:forces:R:3
Ru -0.17211 -0.77877 0.50401 -0.4 0.0 -0.2
C 4.27695 1.81460 -0.78979 0.1 0.0 0.0
C 2.89049 1.28964 -1.17919 -0.1 0.1 0.0
C 2.99746 -0.00350 -1.97853 0.1 -0.1 0.0
C 2.04345 1.17241 0.06691 0.0 0.0 0.0
C 1.16135 2.20005 0.41655 0.0 0.0 -0.1
C 0.41189 2.15711 1.57574 -0.1 0.0 0.1
C 0.51422 1.08743 2.47230 0.0 0.0 0.1
C -0.34644 1.02124 3.69923 0.0 0.0 0.0
C 1.41995 0.07412 2.15228 0.3 -0.1 0.1
C 2.16129 0.09971 0.95352 0.2 0.1 0.1
H 4.89352 1.95273 -1.67942 0.0 0.0 0.0
H 4.78698 1.09843 -0.14008 0.0 0.0 0.0
H 4.21655 2.76774 -0.26182 0.0 0.0 0.0
H 2.40924 2.04049 -1.81164 0.0 0.0 0.0
H 3.56125 -0.76613 -1.43567 0.0 0.0 0.0
H 3.53152 0.19411 -2.90909 0.0 0.0 0.0
H 2.02226 -0.41825 -2.22253 -0.1 0.0 0.0
H 1.04740 3.03628 -0.26351 0.0 0.0 0.0
H -0.29400 2.95059 1.79238 0.0 0.0 0.0
H -1.40051 0.98690 3.41261 0.0 0.0 0.0
H -0.19275 1.90797 4.31644 0.0 0.0 0.0
H -0.12456 0.13866 4.29646 0.0 0.0 0.0
H 1.56936 -0.73559 2.85578 0.0 -0.1 0.0
H 2.86016 -0.70053 0.74701 0.0 0.0 0.0
O -0.64897 0.36721 -1.53766 -0.1 0.2 -0.1
C -1.70400 0.79311 -1.02127 0.4 -0.2 -0.1
C -2.82703 1.54781 -1.67095 0.0 0.0 0.0
C -3.75424 1.83503 -0.48284 0.0 0.0 0.0
C -3.06482 1.18751 0.72084 0.1 -0.2 0.0
O -3.43925 1.23191 1.86423 0.0 0.0 0.0
N -1.90082 0.55954 0.27882 -0.3 0.2 0.0
H -3.27472 0.91421 -2.43682 0.0 0.0 0.0
H -2.44450 2.43749 -2.17003 0.0 0.0 0.0
H -4.74908 1.40630 -0.59203 0.0 0.0 0.0
H -3.88128 2.89690 -0.27640 0.0 0.0 0.0
F 0.29014 -3.19157 -3.53984 0.0 -0.1 0.0
C 0.07995 -3.79814 -2.35740 0.0 0.0 -0.1
F 1.14447 -4.55805 -2.08571 0.0 0.0 0.0
F -0.98492 -4.58511 -2.46995 0.0 0.0 0.0
C -0.12933 -2.71456 -1.28642 0.2 0.2 0.2
O -1.26845 -2.30796 -1.04390 -0.1 -0.2 0.0
O 0.91267 -2.24362 -0.72604 -0.1 -0.1 -0.2
N -1.03277 -2.03493 1.86024 -0.3 -0.3 0.2
C -2.02119 -2.70433 1.72328 0.6 0.4 -0.1
N -3.01776 -3.41428 1.72120 -0.7 -0.4 0.1
C -3.87706 -3.87837 0.83043 0.5 0.2 0.2
N -4.65198 -4.33354 0.10826 -0.1 0.0 0.0
```
Positions in Å, forces in eV/Å.

Its HOMO-LUMO gap (spin up / spin down) is 0.3379 / 0.2605 Eh. The HOMO energy (spin up / spin down) comes out at -9.12 / -9.42 eV. The energy above the lowest of the compared OMol25 structures with the same formula, charge and spin comes out at 0.8 kcal per mole. Its LUMO energy (spin up / spin down) is 0.07 / -2.33 eV. As for the calculated total energy: -1611.15723 Ha. As for the multiplicity: 6.

---

# 3
Below is 2 unconnected molecules or ions with the total composition C18H18FNO3S2, with properties calculated with ωB97M-V/def2-TZVPD.

XYZ file:
```
43
Properties=species:S:1:pos:R:3:forces:R:3
C -2.34237 1.49471 0.50787 0.1 0.0 -0.1
C -2.61791 0.99708 -0.91813 0.1 0.2 0.2
S -1.40274 -0.17297 -1.57157 0.0 -0.2 0.0
C 0.15527 0.72185 -1.32084 0.3 0.2 0.1
C 1.23240 -0.18294 -0.78252 0.0 0.0 0.0
C 2.14928 -0.77345 -1.64463 -0.1 0.0 0.0
C 3.15154 -1.59944 -1.15112 -0.1 0.0 0.0
C 3.22847 -1.86737 0.20720 0.0 0.0 -0.1
C 2.31628 -1.27876 1.08064 -0.1 0.0 0.0
C 1.33120 -0.43451 0.58096 0.1 -0.1 0.1
N 2.41730 -1.55604 2.46082 0.0 0.3 0.0
C 3.70551 -1.50173 3.03046 0.0 -0.1 0.0
C 3.94010 -0.86004 4.24088 0.0 0.0 0.1
C 5.21167 -0.85092 4.79092 0.1 0.0 0.1
C 6.26671 -1.46132 4.13068 0.1 0.0 0.0
C 6.04327 -2.08116 2.91088 0.0 -0.1 0.0
C 4.76683 -2.11500 2.36807 0.0 0.0 0.0
S 4.44004 -2.97614 0.85989 0.0 0.0 0.0
H -3.26906 1.57467 1.07671 0.0 0.1 0.0
H -1.86846 2.47804 0.49285 0.0 0.0 0.1
H -1.66940 0.81990 1.03882 -0.1 -0.1 0.0
H -2.70745 1.84855 -1.59439 -0.1 -0.1 0.0
H -3.54633 0.42869 -0.96147 0.1 0.1 0.0
H 0.49506 1.17058 -2.25512 -0.1 0.0 0.0
H -0.01729 1.53595 -0.61515 -0.1 -0.1 0.0
H 2.06836 -0.57257 -2.70612 0.1 0.0 0.0
H 3.87375 -2.04754 -1.82336 0.0 0.0 0.0
H 0.62708 0.01538 1.27548 0.0 0.0 -0.1
H 1.74779 -1.02144 2.99646 0.0 -0.1 0.0
H 3.12665 -0.36819 4.76436 0.0 0.0 -0.1
H 5.38634 -0.35208 5.73648 0.0 0.0 0.0
H 7.26008 -1.44240 4.56119 0.0 0.0 0.0
H 6.85048 -2.56251 2.37259 0.0 0.0 0.0
C -7.22575 1.56723 -3.39409 -0.1 0.0 0.0
C -5.98617 2.37516 -3.71242 0.1 0.0 0.1
O -4.95206 1.58781 -3.15485 -0.1 -0.1 -0.3
C -5.37858 0.28821 -3.13087 -0.1 0.1 0.0
O -4.68629 -0.64809 -2.93681 0.0 0.0 0.1
O -6.71019 0.23542 -3.37086 -0.1 0.0 0.0
F -5.99234 3.59093 -3.11524 0.0 0.0 0.1
H -7.61192 1.83070 -2.40829 0.0 0.1 0.0
H -8.01185 1.65430 -4.13805 0.0 -0.1 0.0
H -5.79533 2.51144 -4.77829 0.0 0.1 0.0
```
Positions in Å, forces in eV/Å.

Its HOMO-LUMO gap is 0.2994 Eh. The HOMO energy comes out at -7.55 eV. Its SMILES is CCSCc1ccc2c(c1)Nc1ccccc1S2.O=C1OC[C@@H](F)O1. Its LUMO energy is 0.60 eV. As for the calculated total energy: -1873.45212 Ha.

---

# 4
Below is a single C18H18FNO5S3 molecule in a non-equilibrium geometry, with properties calculated with ωB97M-V/def2-TZVPD.

XYZ file:
```
46
Properties=species:S:1:pos:R:3:forces:R:3
O -0.09194 -0.80458 -3.91276 0.4 1.2 2.7
O -0.07890 1.62721 -3.61418 0.2 -2.0 2.5
O 1.67443 -2.11441 -0.45058 1.2 1.3 0.3
O 1.79905 -1.71017 1.93642 0.9 1.2 -0.9
F -4.54552 -1.62379 3.06558 1.0 0.6 -1.1
O 3.56437 3.96912 2.71150 0.0 -0.6 0.8
S -1.88757 1.68297 -1.01122 0.4 -0.2 0.0
C -1.70722 -0.95419 -0.98916 0.4 0.7 -0.5
C -1.25759 0.17821 -1.64443 0.0 -0.6 -0.1
C -3.98932 0.54295 2.28575 0.6 0.2 -1.3
C -3.39960 1.38095 1.32664 -0.1 -0.8 0.4
C -3.21468 -1.42604 1.03154 -0.1 1.0 1.7
C 1.74627 2.32274 -1.15622 1.1 0.9 1.0
C 1.97448 3.20317 -0.08307 -0.3 -0.7 -0.7
C 2.14456 1.32600 1.38468 0.5 0.5 -0.3
C -3.88430 -0.84558 2.12951 -0.2 -0.4 -0.8
C -2.68780 0.81586 0.25571 -0.4 0.4 0.3
C -2.56155 -0.56442 0.11346 -0.3 -0.7 0.4
C 1.75433 0.94290 -0.97322 -0.1 0.6 0.6
C 2.12791 2.71882 1.19686 -0.7 -0.5 1.6
C 2.04716 0.43624 0.31775 -0.1 0.0 -0.1
N 1.46369 0.13276 -2.05146 -1.1 -1.5 -1.7
C 4.16365 3.16046 3.76032 -1.1 0.0 -0.4
C -1.44088 -2.41382 -1.27101 -0.3 1.2 -0.4
C 2.18616 3.63796 2.44698 0.8 -0.3 -1.0
C 4.08669 -1.61028 0.61920 0.6 0.4 -0.2
S -0.01211 0.30737 -2.94632 -0.1 0.5 -3.0
S 2.30512 -1.31703 0.62197 -1.8 -2.1 0.9
H -4.53276 0.96318 3.10744 -0.2 0.0 0.3
H -3.46179 2.45478 1.41758 -0.1 0.1 0.1
H -3.05065 -2.48659 1.04789 -0.2 -0.3 -0.3
H 1.75999 2.75674 -2.13815 -0.5 -0.2 -0.4
H 1.99880 4.26630 -0.27447 0.0 0.1 0.0
H 2.28499 0.96459 2.38703 0.0 -0.4 0.2
H 1.53330 -0.87724 -1.82173 0.0 0.5 -0.2
H 5.23885 3.26254 3.73449 0.2 0.4 -0.2
H 3.77658 3.48820 4.74123 0.2 -0.2 -0.3
H 3.95901 2.08047 3.62250 -0.1 0.5 0.0
H -0.97712 -2.55168 -2.24031 0.2 -0.1 0.0
H -0.85138 -2.82886 -0.47193 0.3 -0.3 0.2
H -2.41351 -2.88179 -1.29540 -0.3 -0.4 0.0
H 1.70813 3.16951 3.32529 0.2 0.1 -0.4
H 1.65110 4.56841 2.20853 0.3 -0.2 0.2
H 4.62199 -0.89964 -0.02346 -0.4 -0.2 -0.2
H 4.51336 -1.46734 1.61285 -0.5 0.0 0.1
H 4.30436 -2.64081 0.30253 -0.5 0.4 0.0
```
Positions in Å, forces in eV/Å.

Its HOMO-LUMO gap is 0.3127 Eh. The HOMO energy comes out at -8.63 eV. Its SMILES is COCc1ccc(NS(=O)(=O)c2sc3ccc(F)cc3c2C)c(S(C)(=O)=O)c1. Its LUMO energy is -0.12 eV. As for the calculated total energy: -2422.02941 Ha.

---

Copy entry 3 word for word.
Below is 2 unconnected molecules or ions with the total composition C18H18FNO3S2, with properties calculated with ωB97M-V/def2-TZVPD.

XYZ file:
```
43
Properties=species:S:1:pos:R:3:forces:R:3
C -2.34237 1.49471 0.50787 0.1 0.0 -0.1
C -2.61791 0.99708 -0.91813 0.1 0.2 0.2
S -1.40274 -0.17297 -1.57157 0.0 -0.2 0.0
C 0.15527 0.72185 -1.32084 0.3 0.2 0.1
C 1.23240 -0.18294 -0.78252 0.0 0.0 0.0
C 2.14928 -0.77345 -1.64463 -0.1 0.0 0.0
C 3.15154 -1.59944 -1.15112 -0.1 0.0 0.0
C 3.22847 -1.86737 0.20720 0.0 0.0 -0.1
C 2.31628 -1.27876 1.08064 -0.1 0.0 0.0
C 1.33120 -0.43451 0.58096 0.1 -0.1 0.1
N 2.41730 -1.55604 2.46082 0.0 0.3 0.0
C 3.70551 -1.50173 3.03046 0.0 -0.1 0.0
C 3.94010 -0.86004 4.24088 0.0 0.0 0.1
C 5.21167 -0.85092 4.79092 0.1 0.0 0.1
C 6.26671 -1.46132 4.13068 0.1 0.0 0.0
C 6.04327 -2.08116 2.91088 0.0 -0.1 0.0
C 4.76683 -2.11500 2.36807 0.0 0.0 0.0
S 4.44004 -2.97614 0.85989 0.0 0.0 0.0
H -3.26906 1.57467 1.07671 0.0 0.1 0.0
H -1.86846 2.47804 0.49285 0.0 0.0 0.1
H -1.66940 0.81990 1.03882 -0.1 -0.1 0.0
H -2.70745 1.84855 -1.59439 -0.1 -0.1 0.0
H -3.54633 0.42869 -0.96147 0.1 0.1 0.0
H 0.49506 1.17058 -2.25512 -0.1 0.0 0.0
H -0.01729 1.53595 -0.61515 -0.1 -0.1 0.0
H 2.06836 -0.57257 -2.70612 0.1 0.0 0.0
H 3.87375 -2.04754 -1.82336 0.0 0.0 0.0
H 0.62708 0.01538 1.27548 0.0 0.0 -0.1
H 1.74779 -1.02144 2.99646 0.0 -0.1 0.0
H 3.12665 -0.36819 4.76436 0.0 0.0 -0.1
H 5.38634 -0.35208 5.73648 0.0 0.0 0.0
H 7.26008 -1.44240 4.56119 0.0 0.0 0.0
H 6.85048 -2.56251 2.37259 0.0 0.0 0.0
C -7.22575 1.56723 -3.39409 -0.1 0.0 0.0
C -5.98617 2.37516 -3.71242 0.1 0.0 0.1
O -4.95206 1.58781 -3.15485 -0.1 -0.1 -0.3
C -5.37858 0.28821 -3.13087 -0.1 0.1 0.0
O -4.68629 -0.64809 -2.93681 0.0 0.0 0.1
O -6.71019 0.23542 -3.37086 -0.1 0.0 0.0
F -5.99234 3.59093 -3.11524 0.0 0.0 0.1
H -7.61192 1.83070 -2.40829 0.0 0.1 0.0
H -8.01185 1.65430 -4.13805 0.0 -0.1 0.0
H -5.79533 2.51144 -4.77829 0.0 0.1 0.0
```
Positions in Å, forces in eV/Å.

Its HOMO-LUMO gap is 0.2994 Eh. The HOMO energy comes out at -7.55 eV. Its SMILES is CCSCc1ccc2c(c1)Nc1ccccc1S2.O=C1OC[C@@H](F)O1. Its LUMO energy is 0.60 eV. As for the calculated total energy: -1873.45212 Ha.

---

> Among the records above, which one has the lowest calculated total energy?

C18H18FNO5S3

---

Repeat the fourth record exactly.
Below is a single C18H18FNO5S3 molecule in a non-equilibrium geometry, with properties calculated with ωB97M-V/def2-TZVPD.

XYZ file:
```
46
Properties=species:S:1:pos:R:3:forces:R:3
O -0.09194 -0.80458 -3.91276 0.4 1.2 2.7
O -0.07890 1.62721 -3.61418 0.2 -2.0 2.5
O 1.67443 -2.11441 -0.45058 1.2 1.3 0.3
O 1.79905 -1.71017 1.93642 0.9 1.2 -0.9
F -4.54552 -1.62379 3.06558 1.0 0.6 -1.1
O 3.56437 3.96912 2.71150 0.0 -0.6 0.8
S -1.88757 1.68297 -1.01122 0.4 -0.2 0.0
C -1.70722 -0.95419 -0.98916 0.4 0.7 -0.5
C -1.25759 0.17821 -1.64443 0.0 -0.6 -0.1
C -3.98932 0.54295 2.28575 0.6 0.2 -1.3
C -3.39960 1.38095 1.32664 -0.1 -0.8 0.4
C -3.21468 -1.42604 1.03154 -0.1 1.0 1.7
C 1.74627 2.32274 -1.15622 1.1 0.9 1.0
C 1.97448 3.20317 -0.08307 -0.3 -0.7 -0.7
C 2.14456 1.32600 1.38468 0.5 0.5 -0.3
C -3.88430 -0.84558 2.12951 -0.2 -0.4 -0.8
C -2.68780 0.81586 0.25571 -0.4 0.4 0.3
C -2.56155 -0.56442 0.11346 -0.3 -0.7 0.4
C 1.75433 0.94290 -0.97322 -0.1 0.6 0.6
C 2.12791 2.71882 1.19686 -0.7 -0.5 1.6
C 2.04716 0.43624 0.31775 -0.1 0.0 -0.1
N 1.46369 0.13276 -2.05146 -1.1 -1.5 -1.7
C 4.16365 3.16046 3.76032 -1.1 0.0 -0.4
C -1.44088 -2.41382 -1.27101 -0.3 1.2 -0.4
C 2.18616 3.63796 2.44698 0.8 -0.3 -1.0
C 4.08669 -1.61028 0.61920 0.6 0.4 -0.2
S -0.01211 0.30737 -2.94632 -0.1 0.5 -3.0
S 2.30512 -1.31703 0.62197 -1.8 -2.1 0.9
H -4.53276 0.96318 3.10744 -0.2 0.0 0.3
H -3.46179 2.45478 1.41758 -0.1 0.1 0.1
H -3.05065 -2.48659 1.04789 -0.2 -0.3 -0.3
H 1.75999 2.75674 -2.13815 -0.5 -0.2 -0.4
H 1.99880 4.26630 -0.27447 0.0 0.1 0.0
H 2.28499 0.96459 2.38703 0.0 -0.4 0.2
H 1.53330 -0.87724 -1.82173 0.0 0.5 -0.2
H 5.23885 3.26254 3.73449 0.2 0.4 -0.2
H 3.77658 3.48820 4.74123 0.2 -0.2 -0.3
H 3.95901 2.08047 3.62250 -0.1 0.5 0.0
H -0.97712 -2.55168 -2.24031 0.2 -0.1 0.0
H -0.85138 -2.82886 -0.47193 0.3 -0.3 0.2
H -2.41351 -2.88179 -1.29540 -0.3 -0.4 0.0
H 1.70813 3.16951 3.32529 0.2 0.1 -0.4
H 1.65110 4.56841 2.20853 0.3 -0.2 0.2
H 4.62199 -0.89964 -0.02346 -0.4 -0.2 -0.2
H 4.51336 -1.46734 1.61285 -0.5 0.0 0.1
H 4.30436 -2.64081 0.30253 -0.5 0.4 0.0
```
Positions in Å, forces in eV/Å.

Its HOMO-LUMO gap is 0.3127 Eh. The HOMO energy comes out at -8.63 eV. Its SMILES is COCc1ccc(NS(=O)(=O)c2sc3ccc(F)cc3c2C)c(S(C)(=O)=O)c1. Its LUMO energy is -0.12 eV. As for the calculated total energy: -2422.02941 Ha.